Computed, not measured: a 12-piece molecular cluster, C86H189N8O6P overall in a non-equilibrium geometry, with wB97M-V/def2-TZVPD.

```
290
Properties=species:S:1:pos:R:3:forces:R:3
C 20.11311 -20.56085 -14.45688 -1.296 -0.758 -1.293
C 18.83724 -19.90193 -13.88129 2.284 3.292 -0.691
C 18.04935 -20.82236 -13.05236 -1.581 0.153 -0.944
N 16.63010 -20.36005 -12.75551 0.790 1.003 2.162
C 16.57094 -19.00313 -12.02246 0.812 -0.155 0.192
C 15.81707 -20.29659 -13.93866 0.125 1.156 -2.414
C 14.37614 -20.26788 -13.52490 -0.326 0.289 -0.776
C 14.39691 -20.96543 -12.19280 -0.714 -1.123 0.829
C 15.87100 -21.35284 -11.93454 -1.146 -0.354 0.584
H 20.90262 -19.91286 -14.85464 -0.492 0.032 0.330
H 19.80211 -21.26902 -15.25145 0.037 0.671 -0.204
H 20.50622 -21.28441 -13.80248 0.979 -0.449 1.486
H 18.32452 -19.41570 -14.72515 -0.238 -0.419 0.292
H 19.19964 -19.00513 -13.25431 -0.612 -1.285 -0.704
H 18.57226 -20.92647 -12.16274 0.599 -0.496 2.010
H 17.94653 -21.78391 -13.53360 -0.180 -0.412 -0.089
H 16.82897 -19.25379 -10.96813 -0.072 0.638 -0.767
H 15.56861 -18.54210 -12.07405 0.435 -0.670 0.002
H 17.27832 -18.28081 -12.49980 -0.466 -0.832 0.510
H 16.06983 -19.39293 -14.49336 0.205 -0.136 -0.149
H 16.10429 -21.15410 -14.53166 -0.302 -0.219 -0.214
H 13.99400 -19.23462 -13.48926 0.192 -0.389 0.204
H 13.78742 -20.77404 -14.28337 -0.100 -0.242 0.032
H 13.91822 -20.33140 -11.44947 0.346 -0.206 0.430
H 13.85974 -21.92910 -12.21422 -0.084 0.559 0.001
H 16.10802 -21.39334 -10.84224 0.279 0.145 -1.068
H 15.99275 -22.32526 -12.43548 0.387 0.222 0.401
C 10.95998 -22.49392 -17.24344 0.082 -0.958 0.568
C 10.01982 -22.06991 -18.34555 -0.590 -1.267 -0.325
C 9.18517 -23.31091 -18.64501 -0.625 -0.673 -0.965
N 8.12816 -23.09328 -19.74188 -0.641 0.437 0.013
C 7.15529 -22.02595 -19.35716 0.202 0.567 -0.158
C 7.34629 -24.34439 -20.09321 -0.153 0.689 0.848
C 6.72839 -24.04676 -21.47708 0.599 -0.670 -0.798
C 7.63683 -22.96779 -22.08766 -0.478 0.290 0.707
C 8.74480 -22.79254 -21.09640 0.683 -1.261 0.541
H 10.38987 -22.70036 -16.30437 0.550 0.482 -0.555
H 11.75066 -21.77839 -17.09502 0.151 0.281 0.394
H 11.45371 -23.45966 -17.47987 -0.118 0.511 -0.031
H 10.50774 -21.77017 -19.26142 0.454 0.244 -0.072
H 9.35169 -21.28692 -18.03528 -0.093 0.542 0.242
H 8.63770 -23.61450 -17.71687 0.414 -0.082 -0.896
H 9.81467 -24.14810 -19.08041 -0.606 0.856 0.893
H 6.84383 -22.14040 -18.31947 0.366 -0.016 0.084
H 6.22073 -22.09912 -19.93732 0.718 0.174 -0.112
H 7.70809 -21.08574 -19.52183 -0.834 -0.146 0.210
H 6.65025 -24.49604 -19.25293 0.203 -0.341 -0.484
H 8.16250 -25.07260 -20.09279 -0.721 -0.530 -0.287
H 5.68691 -23.73719 -21.60650 0.106 -0.205 0.907
H 6.83166 -24.93268 -22.10033 -0.141 -0.237 0.181
H 7.09776 -22.06454 -22.22246 -0.569 1.002 0.044
H 7.96934 -23.20277 -23.06493 0.644 -0.472 -0.823
H 9.29038 -21.86259 -21.08612 0.037 0.227 -0.052
H 9.41199 -23.66448 -21.19588 0.335 0.620 -0.206
C 17.03409 -22.19382 -18.98733 1.056 0.601 -0.292
C 17.18993 -23.63023 -19.44078 1.040 -0.764 -0.345
C 15.85353 -24.38661 -19.68608 2.073 0.134 -0.104
N 16.04257 -25.81829 -20.10173 -0.038 -1.302 1.538
C 16.71293 -26.59607 -18.95954 0.830 0.701 -0.921
C 16.76898 -26.02147 -21.38733 -0.392 0.218 -0.044
C 16.53405 -27.47641 -21.73952 0.168 -0.933 0.051
C 15.14141 -27.83550 -21.08227 1.520 0.058 0.169
C 14.75365 -26.54789 -20.41460 -1.347 0.697 1.149
H 16.72380 -22.24974 -17.95775 -0.604 0.606 0.291
H 16.40875 -21.57622 -19.63509 -0.264 -0.156 0.280
H 18.03481 -21.67621 -18.98112 -0.868 -0.671 -0.045
H 17.77426 -24.10062 -18.62184 -0.466 -0.116 -0.458
H 17.86654 -23.66231 -20.30344 -0.340 -0.075 -0.087
H 15.38427 -24.02486 -20.57413 -0.925 1.079 -0.036
H 15.37447 -24.32576 -18.71902 -1.152 -0.322 -0.172
H 17.73201 -26.20761 -18.82964 -0.464 -0.028 0.045
H 16.80331 -27.62338 -19.23021 0.015 -0.616 -0.346
H 16.14395 -26.55310 -18.04868 -0.438 0.562 0.244
H 17.76578 -25.66387 -21.26386 0.840 -0.130 -0.118
H 16.27363 -25.40991 -22.14524 0.011 0.250 0.231
H 17.31612 -28.14267 -21.29892 -0.529 0.543 -0.734
H 16.52862 -27.53644 -22.83687 0.093 -0.426 0.453
H 15.26358 -28.63038 -20.35061 0.109 -0.053 0.009
H 14.38729 -28.18579 -21.75040 -0.387 -0.010 -0.699
H 14.25211 -26.69342 -19.42488 -0.012 0.330 -1.002
H 14.14930 -25.93759 -21.12913 0.475 -0.111 0.867
C 14.07492 -25.87269 -6.08689 -0.101 0.743 0.796
C 12.94349 -26.84154 -6.55438 2.725 -0.277 -1.122
C 12.38034 -27.42240 -5.28322 -0.362 0.783 -0.289
N 11.35530 -28.43529 -5.54291 0.425 0.025 0.337
C 11.97556 -29.62489 -6.13527 0.568 -0.804 -0.592
C 10.66582 -28.92542 -4.29336 -0.124 2.065 0.105
C 9.38961 -29.52464 -4.77269 -1.453 0.739 0.787
C 9.08600 -28.78058 -6.09701 -0.531 -1.101 -1.193
C 10.31348 -27.94554 -6.43359 -1.002 1.242 -2.076
H 14.91094 -26.41150 -5.55877 -0.905 0.277 -0.526
H 13.64239 -25.15490 -5.34029 0.443 -0.498 -0.500
H 14.54463 -25.22555 -6.84807 -0.476 -0.526 0.009
H 13.45498 -27.56154 -7.26348 -0.750 0.352 0.881
H 12.17603 -26.37625 -7.19227 0.342 0.166 0.532
H 11.89609 -26.57708 -4.82514 -0.490 0.196 0.590
H 13.04597 -27.83089 -4.53541 0.634 -0.107 -0.208
H 12.89080 -29.89573 -5.56923 -0.960 -0.208 -0.067
H 12.28594 -29.46060 -7.15207 0.176 0.521 -0.395
H 11.17346 -30.35425 -6.21621 0.509 -0.543 0.380
H 11.35934 -29.58735 -3.87529 0.755 -1.046 1.061
H 10.50934 -28.06417 -3.61878 0.149 -0.304 -0.394
H 9.54703 -30.58097 -4.91628 -0.425 -0.359 -0.138
H 8.58669 -29.36136 -4.00235 0.765 -0.395 -0.807
H 8.91374 -29.55728 -6.86144 0.072 0.366 0.117
H 8.19076 -28.15155 -6.14468 0.170 -0.213 0.514
H 10.68089 -27.91166 -7.51194 -0.475 -0.687 1.282
H 10.07299 -26.87811 -6.28825 0.456 -0.375 0.710
C 18.10143 -23.13996 -8.74133 -1.656 -0.131 -0.634
C 19.03715 -22.18425 -8.14787 2.665 0.075 1.116
C 18.81937 -22.17680 -6.62421 -1.037 0.837 -1.198
N 19.74240 -21.29463 -5.82810 -1.790 0.354 -0.106
C 20.08342 -20.02558 -6.54377 0.099 -1.451 -1.427
C 20.92068 -22.09505 -5.33188 0.382 1.157 1.218
C 20.72600 -22.19250 -3.76304 1.089 -0.005 -1.070
C 19.24048 -21.95241 -3.56039 -0.589 0.488 0.007
C 18.90794 -20.87408 -4.62888 1.367 -1.016 1.263
H 18.10164 -24.00274 -8.07979 -0.538 -0.340 -0.266
H 18.38892 -23.46020 -9.73777 0.115 -0.033 -0.139
H 17.10730 -22.65497 -8.79716 0.138 -0.743 0.241
H 19.04448 -21.19792 -8.58847 -0.517 0.365 0.003
H 20.05422 -22.54639 -8.34652 0.166 0.009 0.107
H 18.85523 -23.19689 -6.22456 -0.014 0.386 0.007
H 17.81427 -21.74313 -6.48270 0.212 -0.599 -0.037
H 20.66506 -20.30941 -7.43887 -0.059 0.495 0.561
H 20.63240 -19.49033 -5.82886 1.016 1.074 0.530
H 19.19913 -19.46063 -6.85161 -0.033 -0.344 0.251
H 21.83614 -21.53860 -5.56203 -0.196 -0.263 -0.059
H 20.89041 -22.99819 -5.88891 0.255 -0.904 -0.171
H 21.34920 -21.36813 -3.37779 -0.513 -0.218 0.208
H 21.16363 -23.11442 -3.32109 -0.579 0.492 -0.459
H 19.03296 -21.51102 -2.58393 -0.037 -0.287 0.028
H 18.64406 -22.88037 -3.66469 0.252 0.563 -0.067
H 19.29840 -19.91541 -4.31557 0.085 0.174 0.293
H 17.88291 -20.75034 -4.91095 -0.462 -0.070 -0.087
C 6.74219 -18.28254 -5.81091 0.680 -1.618 -0.753
C 7.36239 -19.65685 -6.25214 -1.345 0.062 0.992
C 8.33459 -19.36672 -7.33917 1.049 0.967 -0.176
N 9.49303 -20.33283 -7.56205 0.072 0.644 0.560
C 10.51148 -20.23160 -6.38173 -0.823 -0.086 -1.274
C 9.00059 -21.74915 -7.75214 -0.638 -0.510 0.674
C 10.03692 -22.33831 -8.70928 -1.748 1.550 -1.387
C 10.31839 -21.19356 -9.75057 -0.025 -0.809 1.687
C 10.23703 -19.96335 -8.86713 0.589 0.477 0.411
H 5.86343 -18.34896 -5.22746 -0.868 -0.462 0.685
H 6.48239 -17.72685 -6.67982 -0.073 0.749 -0.696
H 7.49074 -17.80321 -5.22823 0.541 0.830 0.346
H 6.57109 -20.40760 -6.47695 0.636 0.487 -0.143
H 7.91128 -20.00860 -5.40132 0.159 -0.482 0.663
H 8.80020 -18.37346 -7.05628 -0.323 -1.045 -0.850
H 7.82673 -19.33048 -8.29273 -0.046 0.382 -0.309
H 9.97392 -20.61528 -5.51854 0.489 -0.077 0.118
H 10.83713 -19.19350 -6.23737 -0.506 -0.166 -0.165
H 11.39155 -20.77311 -6.72887 -0.029 -0.415 0.449
H 8.89720 -22.25429 -6.76933 0.765 0.321 -0.368
H 7.93138 -21.75335 -8.02786 0.578 0.423 -0.780
H 10.89605 -22.43180 -8.12694 1.775 -0.765 0.559
H 9.74911 -23.20773 -9.26998 -0.137 -0.716 0.372
H 11.31624 -21.34931 -10.10530 0.715 0.151 -0.120
H 9.67839 -21.20306 -10.61236 -0.739 0.093 -0.129
H 11.24808 -19.68374 -8.52226 -0.440 -0.003 -0.473
H 9.72652 -19.11929 -9.32551 0.049 0.031 0.134
C 15.58906 -26.33244 -11.00496 1.246 -0.951 1.834
C 14.33449 -26.10912 -11.77525 0.517 1.345 -0.573
C 14.36393 -27.08347 -12.92248 -1.594 -1.005 -0.023
N 13.02560 -27.18761 -13.74358 -0.273 0.906 0.664
C 12.00201 -28.20612 -13.21130 0.876 -0.049 -1.095
C 13.28208 -27.41327 -15.21246 0.953 0.124 -0.335
C 12.03807 -26.97268 -15.97385 -0.071 -1.488 1.269
C 11.37451 -25.98325 -14.99136 -0.661 0.082 -0.485
C 12.28348 -25.86885 -13.76630 0.137 0.758 -0.782
H 15.87737 -25.49332 -10.35475 -0.368 -0.112 -0.169
H 16.46980 -26.53087 -11.61349 0.061 0.054 -0.414
H 15.46785 -27.22012 -10.34808 0.013 0.429 -0.271
H 14.41701 -25.07645 -12.10995 -0.510 0.143 -0.464
H 13.50365 -26.19233 -11.09521 -0.520 -0.358 0.026
H 14.49689 -28.06831 -12.41888 0.166 0.314 -0.897
H 15.12052 -26.82525 -13.67895 -0.147 -0.297 0.488
H 11.63894 -27.95801 -12.19883 0.462 0.029 -0.496
H 12.53009 -29.16001 -13.27588 -0.248 -0.044 0.412
H 11.18704 -28.23848 -13.96471 0.414 0.095 0.738
H 13.59968 -28.42266 -15.40609 -0.184 -0.713 0.254
H 14.13537 -26.80364 -15.54916 -0.437 0.167 0.598
H 11.44142 -27.88040 -16.15622 -0.154 0.495 -0.107
H 12.36015 -26.55314 -16.90821 -0.091 0.400 -0.283
H 10.34256 -26.27126 -14.70091 0.564 0.115 -0.351
H 11.35326 -25.04624 -15.53228 -0.202 0.490 0.359
H 11.74580 -25.72295 -12.84342 -0.114 -0.210 0.351
H 12.94100 -24.98553 -13.91807 0.033 -0.894 0.051
C 17.39481 -33.75898 -6.47076 -0.409 -0.339 0.267
C 17.06023 -32.44138 -7.13412 1.296 0.698 -0.616
C 18.31676 -31.86764 -7.84566 -0.852 -0.371 -0.459
N 17.97521 -30.92365 -9.01890 0.148 -2.076 0.682
C 17.04541 -29.85984 -8.61980 -0.085 0.266 1.786
C 17.37956 -31.77415 -10.08669 -1.069 0.134 -0.795
C 18.41002 -31.89317 -11.20182 -0.428 0.954 -0.103
C 19.32083 -30.66098 -11.12163 -1.093 1.026 1.338
C 19.26385 -30.39922 -9.59725 0.214 0.251 -0.202
H 16.62895 -33.93654 -5.71423 0.310 -0.115 0.213
H 18.37413 -33.65169 -6.00909 -0.022 -0.334 0.296
H 17.38486 -34.66525 -7.09539 0.165 0.581 -0.190
H 16.77380 -31.72756 -6.38821 -0.356 0.360 0.553
H 16.26366 -32.49567 -7.84820 -0.621 -0.274 -0.311
H 18.73729 -32.72603 -8.40570 0.689 0.577 0.811
H 18.97398 -31.31156 -7.14388 -0.123 -0.679 -0.600
H 17.62480 -29.34523 -7.82480 -0.585 0.554 -0.739
H 16.11731 -30.21702 -8.09497 0.906 -0.069 -1.006
H 16.77304 -29.30586 -9.51352 0.013 0.454 0.320
H 16.48002 -31.21317 -10.34659 0.029 -0.246 -0.681
H 17.01246 -32.74670 -9.73245 0.413 0.347 0.120
H 17.87196 -32.02451 -12.13349 0.354 -0.282 -0.265
H 19.08868 -32.68411 -10.97677 0.085 -1.143 -0.193
H 19.05708 -29.71013 -11.63265 -0.181 -0.959 -0.104
H 20.34034 -30.91188 -11.33126 0.470 -0.046 -0.534
H 19.25388 -29.35067 -9.35574 0.598 0.336 0.205
H 20.06716 -30.95497 -9.11791 0.016 0.331 0.196
C 7.52668 -29.14620 -13.31678 0.322 -0.747 -1.544
C 6.15985 -29.61189 -13.82353 -0.562 -0.357 0.613
C 5.08527 -28.84041 -13.02548 0.544 0.191 0.517
C 3.61522 -29.22315 -13.29850 0.508 -0.855 -0.330
P 2.40829 -28.09961 -12.60556 0.657 0.471 -0.286
C 0.74654 -28.61140 -12.91048 -0.169 -1.511 0.626
C 0.51386 -30.13138 -12.67010 0.641 0.073 0.731
C -0.90724 -30.57382 -12.93996 -0.354 -1.182 0.176
C -1.07175 -32.03217 -13.42560 2.614 0.838 0.367
C 2.60008 -26.46751 -13.39342 0.572 -0.168 0.741
C 1.59415 -25.40934 -12.92047 0.394 -0.560 -0.091
C 1.83832 -24.13357 -13.69633 0.012 0.280 -0.117
C 1.30376 -24.28610 -15.12871 0.069 0.915 0.284
C 2.78090 -28.12217 -10.83026 -0.063 0.090 -0.588
C 1.72014 -27.51150 -9.90651 0.389 0.366 0.606
C 2.45306 -26.74600 -8.77684 -0.493 -1.846 0.486
C 3.40361 -27.70477 -7.98798 -0.416 0.413 -0.412
H 7.68901 -29.39242 -12.28417 -0.401 0.705 0.842
H 7.66296 -28.11622 -13.64525 0.255 0.209 0.719
H 8.35284 -29.72558 -13.73943 -0.183 0.024 -0.609
H 6.06191 -30.69705 -13.63681 -0.130 0.411 -0.198
H 5.98494 -29.42445 -14.88738 0.370 -0.129 0.026
H 5.22202 -27.76165 -13.26135 -0.007 -0.502 0.273
H 5.39748 -28.99960 -11.95813 -0.773 0.340 -0.700
H 3.38167 -30.23171 -12.90969 0.155 0.385 -0.044
H 3.43740 -29.29573 -14.37803 0.024 0.109 0.017
H 0.40653 -28.39968 -13.90308 0.076 0.475 -0.742
H 0.20465 -27.97994 -12.23006 -0.790 0.165 0.354
H 0.72553 -30.40569 -11.62353 0.252 0.200 -0.220
H 1.24775 -30.67121 -13.26890 -0.151 -0.164 -0.245
H -1.31758 -29.95833 -13.69270 -0.796 0.988 -0.679
H -1.45103 -30.47010 -12.00918 -0.409 0.330 0.025
H -0.73145 -32.10801 -14.45500 -0.150 -0.115 -0.174
H -2.01979 -32.45929 -13.30920 -1.535 -0.224 0.083
H -0.38229 -32.63516 -12.83277 -0.020 -0.304 0.006
H 2.51062 -26.56986 -14.47706 0.099 -0.354 0.055
H 3.63638 -26.14680 -13.16297 -0.456 0.001 -0.187
H 1.72267 -25.24191 -11.86251 -0.034 0.082 0.441
H 0.59091 -25.78516 -13.09504 -0.297 0.090 0.068
H 2.93337 -23.98692 -13.67362 -0.370 0.337 -0.185
H 1.37262 -23.29394 -13.13790 0.204 -0.364 -0.655
H 1.41116 -23.42321 -15.76122 0.175 0.814 0.105
H 0.25092 -24.48109 -15.13392 -0.704 -0.254 0.194
H 1.76927 -25.03496 -15.72822 0.527 -0.978 -0.072
H 3.79570 -27.69161 -10.70134 -0.599 -0.081 -0.120
H 2.86011 -29.18655 -10.59744 0.251 -0.042 -0.092
H 1.15600 -28.35256 -9.48846 -0.146 0.348 0.023
H 1.02197 -26.85179 -10.42894 0.058 -0.078 0.057
H 1.75698 -26.35812 -8.02853 -0.123 0.145 -0.356
H 3.00118 -25.92257 -9.20659 0.303 0.355 -0.103
H 3.87147 -27.03366 -7.27419 0.454 -0.424 0.323
H 4.15909 -28.18103 -8.63815 -0.159 0.308 0.389
H 2.87282 -28.51933 -7.44633 0.160 0.691 -0.381
C 14.76929 -19.55218 -8.07916 0.305 -0.262 2.188
C 14.31353 -21.05638 -7.80072 0.826 0.061 -2.011
O 15.16339 -21.84033 -7.32212 -0.297 0.531 0.248
O 13.17613 -21.35544 -8.27989 0.107 0.417 0.783
H 14.26520 -19.09606 -8.91481 -0.142 0.028 -0.362
H 15.87006 -19.35202 -8.07463 -0.711 -0.608 -0.377
H 14.46727 -18.99854 -7.15894 -0.102 -0.111 -0.608
C 15.90870 -23.69128 -15.76647 0.723 0.863 1.091
C 14.44267 -24.04652 -15.83623 0.385 0.023 1.813
O 13.74474 -23.50178 -14.91995 0.119 -0.338 -1.318
O 14.14964 -24.93768 -16.65458 -0.878 -0.043 -0.629
H 16.52600 -24.09013 -16.54306 0.249 -0.442 -0.582
H 16.34174 -24.01191 -14.78625 -0.419 0.173 -0.629
H 15.98683 -22.60394 -15.80322 0.153 0.005 0.007
C 11.76773 -29.87112 -10.20038 -0.654 1.990 0.691
C 12.74863 -28.69543 -9.88050 -0.142 -0.842 -0.029
O 13.93815 -29.01963 -9.76349 1.575 -0.854 0.035
O 12.33886 -27.53425 -9.75984 -1.418 0.988 -0.022
H 12.00193 -30.67347 -9.54330 0.364 -0.924 0.261
H 11.92534 -30.14656 -11.23968 -0.376 -0.251 0.057
H 10.73150 -29.53887 -9.93317 0.639 -0.335 -0.798
```
Forces are in eV/Å.

- LUMO energy (eV) = -8.593
- total energy (eV) = -125686.62271
- net charge = +6
- HOMO energy (Ha) = -0.6023

Results of the Mulliken charge analysis, in e, for atoms 1 through 8: -1.48, -0.22, -0.76, 0.75, -0.79, -0.76, -0.77, 0.06